# 1
DFT (the ωB97M-V functional and the def2-TZVPD basis) results for a cluster of 2 separate species, C6H16N in total in a non-equilibrium geometry.

Values from the calculation:
Net charge: +1
Relative energy (zero: lowest compared OMol25 entry of this formula, charge and spin) (kJ/mol): 164.6

Cartesian coordinates (Å):
C1 1.6701 0.0877 -2.5886
C2 0.2741 -0.2529 -2.0687
C3 -0.0748 -1.7293 -2.1535
C4 0.2167 0.3237 -0.6624
H1 1.9697 1.1172 -2.4413
H2 2.4508 -0.4337 -2.0632
H3 1.6684 -0.0485 -3.7036
H4 -0.4473 0.3597 -2.6657
H5 -1.0762 -2.0046 -1.8180
H6 0.5759 -2.2864 -1.4306
H7 0.1322 -2.1054 -3.1347
H8 0.2886 1.4047 -0.7083
H9 -0.6957 0.0349 -0.2516
H10 1.0344 0.0178 -0.0582
C5 -0.8388 -0.1015 3.7801
C6 -1.0658 1.6395 1.9690
N1 -0.7501 0.4604 2.3618
H11 0.2241 -0.1966 4.1800
H12 -1.4045 -1.0755 3.7793
H13 -1.3632 0.6412 4.4437
H14 -1.4708 2.4137 2.6580
H15 -0.9668 1.9538 0.9298
H16 -0.3510 -0.2199 1.6466

---

# 2
DFT (the ωB97M-V functional and the def2-TZVPD basis) results for a cluster of 2 separate species, C6H16N2 in total in a non-equilibrium geometry.

Values from the calculation:
Relative energy (zero: lowest compared OMol25 entry of this formula, charge and spin) (kJ/mol): 753.8

Cartesian coordinates (Å):
C1 -0.6947 0.4064 1.6884
N1 0.4384 -0.3982 1.9471
C2 0.9042 -0.9503 0.7037
C3 1.2591 0.0535 -0.4243
C4 2.2632 1.0370 0.1857
C5 1.7374 -0.6070 -1.7337
C6 -1.9344 -0.1877 0.8889
N2 -2.4240 0.3549 -0.3372
H1 -1.1303 0.8416 2.6023
H2 -0.3095 1.3582 1.1289
H3 -3.8679 0.1749 -1.7186
H4 0.1087 -1.5719 0.2138
H5 1.7059 -1.6503 0.8491
H6 0.3894 0.6510 -0.7556
H7 1.8162 1.4073 1.1013
H8 2.2488 1.9818 -0.4173
H9 3.2855 0.6286 0.2314
H10 2.2091 -0.0173 -2.5186
H11 0.8114 -1.1024 -2.0724
H12 2.4885 -1.3843 -1.5073
H13 -2.6155 -0.5255 1.6946
H14 -1.4084 -1.0549 0.4760
H15 -4.0386 -0.2492 -2.3084
H16 -3.2424 0.8036 0.0822

---

# 3
DFT (the ωB97M-V functional and the def2-TZVPD basis) results for the molecule C6H16N2 in a non-equilibrium geometry.

Values from the calculation:
SMILES string: CC(C)[C@@H](C)NCN
Relative energy (zero: lowest compared OMol25 entry of this formula, charge and spin) (kJ/mol): 164.9

Cartesian coordinates (Å):
C1 0.3458 -2.2200 -0.8666
C2 -0.5754 -1.4071 0.0740
C3 -0.1299 -1.5025 1.5553
C4 -0.7618 0.0711 -0.4183
C5 -1.8108 0.6446 0.5602
N1 0.5789 0.6789 -0.1335
C6 0.6964 2.0010 -0.6930
N2 2.0862 2.5477 -0.3721
H1 0.0450 -3.2569 -0.9363
H2 1.3578 -1.9820 -0.6092
H3 0.2497 -2.1398 -1.9672
H4 -1.5529 -1.9068 -0.0414
H5 0.7864 -0.9713 1.7174
H6 -0.9714 -1.2370 2.1865
H7 0.0573 -2.5634 1.6900
H8 -0.8831 0.1655 -1.5259
H9 -2.5379 1.3935 0.0590
H10 -2.4871 -0.1769 0.8653
H11 -1.2953 1.2369 1.3348
H12 0.9244 0.6193 0.8161
H13 0.6591 2.0252 -1.7855
H14 0.0388 2.7551 -0.2243
H15 2.3824 3.4043 -0.7978
H16 2.7974 1.8205 -0.4877

---

# 4
DFT (the ωB97M-V functional and the def2-TZVPD basis) results for a structure of composition C6H16N2 in a non-equilibrium geometry.

Values from the calculation:
Relative energy (zero: lowest compared OMol25 entry of this formula, charge and spin) (kJ/mol): 270.1

Cartesian coordinates (Å):
C1 -0.6447 -0.7980 0.8663
C2 0.6566 0.5906 0.8941
C3 -0.9381 -0.4898 -2.3285
C4 0.1021 -2.0636 0.5051
C5 1.8135 0.7181 -0.0969
C6 0.1207 1.9449 1.3536
N1 -1.6624 -0.4102 -0.0328
N2 -1.2765 0.3128 -1.1679
H1 -2.3846 0.1193 0.4439
H2 -0.3917 0.8561 -0.7799
H3 -1.0689 -0.8529 1.8714
H4 1.1275 0.1591 1.7865
H5 -1.8132 -1.0741 -2.6259
H6 -0.0994 -1.1836 -2.2037
H7 -0.6792 0.1948 -3.1312
H8 0.6424 -1.9598 -0.4338
H9 -0.6010 -2.8958 0.3997
H10 0.8106 -2.3064 1.2964
H11 1.5237 1.2915 -0.9781
H12 0.9248 2.5777 1.7336
H13 2.6597 1.2324 0.3668
H14 2.1567 -0.2607 -0.4326
H15 -0.3723 2.4695 0.5354
H16 -0.6065 1.8281 2.1585

---

# 5
DFT (the ωB97M-V functional and the def2-TZVPD basis) results for a cluster of 2 separate species, C6H16N2O2 in total.

Values from the calculation:
SMILES string: CC(C)(C)N.NCC(=O)O
Relative energy (zero: lowest compared OMol25 entry of this formula, charge and spin) (kJ/mol): 130.8

Cartesian coordinates (Å):
C1 -2.0956 1.8035 -0.6476
C2 -1.3854 0.5515 -0.1131
C3 -2.0385 -0.7107 -0.6764
C4 -1.4715 0.5322 1.4130
N1 0.0221 0.5667 -0.5344
H1 -3.1214 1.8428 -0.2914
H2 -1.5844 2.7031 -0.3090
H3 -2.1139 1.8037 -1.7374
H4 -3.1007 -0.7160 -0.4502
H5 -1.5803 -1.5875 -0.2286
H6 -1.9164 -0.7626 -1.7578
H7 -2.5015 0.3888 1.7125
H8 -0.8752 -0.2725 1.8170
H9 -1.1113 1.4673 1.8315
H10 0.4488 1.4358 -0.2295
H11 0.0766 0.5268 -1.5528
N2 3.6114 -1.4429 0.1776
C5 2.5860 -0.5410 -0.3404
C6 1.4542 -0.6291 0.6856
O1 1.4331 0.0812 1.6578
O2 0.7379 -1.7719 0.6176
H12 4.4770 -1.3432 -0.3416
H13 3.8088 -1.2114 1.1496
H14 2.2783 -0.8932 -1.3292
H15 2.9139 0.5055 -0.4157
H16 1.0480 -2.3268 -0.1071

---

# 6
DFT (the ωB97M-V functional and the def2-TZVPD basis) results for the molecule C6H16N2O2S in a non-equilibrium geometry.

Values from the calculation:
SMILES string: CC(C)N(C(C)C)S(N)(=O)=O
Relative energy (zero: lowest compared OMol25 entry of this formula, charge and spin) (kJ/mol): 808.6

Cartesian coordinates (Å):
C1 1.7213 0.7428 2.6198
C2 1.0040 -0.0444 1.5009
C3 -0.0736 -0.9108 2.1619
N1 0.4552 0.8649 0.4865
C4 0.7147 0.5275 -0.9084
C5 2.1707 0.3723 -1.3256
C6 -0.0277 -0.7334 -1.3735
S1 -1.1369 1.5691 0.7337
N2 -0.1795 2.8940 0.6940
O1 -1.4437 2.0149 2.0925
O2 -1.7239 2.3358 -0.3485
H1 2.3677 1.4907 2.2012
H2 1.0590 1.3057 3.2492
H3 2.2551 0.0124 3.2462
H4 1.7130 -0.7229 1.0594
H5 0.4562 -1.6568 2.7999
H6 -0.7113 -1.4178 1.4219
H7 -0.7077 -0.2888 2.8152
H8 0.3002 1.3264 -1.5380
H9 2.6564 -0.4964 -0.8392
H10 2.6835 1.2779 -1.0476
H11 2.2598 0.2059 -2.4282
H12 -1.0927 -0.6415 -1.1107
H13 0.1160 -0.8763 -2.4643
H14 0.3493 -1.6252 -0.9222
H15 -0.3549 3.3393 1.5776
H16 -0.5424 3.4223 -0.0660

---

# 7
DFT (the ωB97M-V functional and the def2-TZVPD basis) results for the ion C6H16N3O with charge +1.

Values from the calculation:
SMILES string: C/C=C(/C)N([NH3+])[C@H](N)OC
Net charge: +1
Relative energy (zero: lowest compared OMol25 entry of this formula, charge and spin) (kJ/mol): 197.9

Cartesian coordinates (Å):
C1 2.1238 -1.7149 0.4563
C2 2.1302 -0.3820 -0.1982
C3 1.1161 0.4773 -0.2388
C4 1.1749 1.8253 -0.8979
N1 -0.1105 0.1073 0.4099
N2 -0.2984 0.7619 1.6920
C5 -1.3701 0.2833 -0.3379
N3 -1.9749 1.5440 0.0809
O1 -2.2598 -0.7109 0.0347
C6 -2.0116 -1.9894 -0.5317
H1 2.8845 -1.7460 1.2354
H2 2.3867 -2.4797 -0.2723
H3 1.1560 -1.9501 0.8880
H4 3.0551 -0.1046 -0.6827
H5 0.5437 1.8596 -1.7852
H6 2.1915 2.0408 -1.2099
H7 0.8498 2.6164 -0.2217
H8 -1.1538 1.4363 1.3851
H9 -0.5773 0.0786 2.4058
H10 0.5418 1.2640 1.9945
H11 -1.1258 0.2251 -1.4085
H12 -1.8425 2.2967 -0.5839
H13 -2.9671 1.4092 0.2465
H14 -2.7912 -2.6391 -0.1444
H15 -1.0293 -2.3629 -0.2371
H16 -2.0735 -1.9472 -1.6221

---

# 8
DFT (the ωB97M-V functional and the def2-TZVPD basis) results for a cluster of 2 separate species, C6H16NO in total in a non-equilibrium geometry.

Values from the calculation:
Net charge: +1
Relative energy (zero: lowest compared OMol25 entry of this formula, charge and spin) (kJ/mol): 80.3

Cartesian coordinates (Å):
C1 0.6672 0.8512 1.4448
C2 -0.6623 0.0031 1.4455
C3 -1.4144 0.1234 0.1567
C4 -1.2375 -0.7732 -0.8264
C5 -0.3107 -1.9699 -0.7129
C6 -2.4819 1.1842 0.0322
N1 1.2657 0.9846 0.0534
H1 1.3600 0.3348 2.0904
H2 0.4100 1.8475 1.7552
H3 -0.4961 -1.0345 1.7376
H4 -1.2077 0.4367 2.2757
H5 -1.8045 -0.6515 -1.7460
H6 -0.2675 -2.5294 -1.6486
H7 0.7200 -1.6864 -0.4491
H8 -0.6661 -2.6115 0.0907
H9 -2.6831 1.7209 0.9577
H10 -3.4248 0.7478 -0.3093
H11 -2.3172 1.9452 -0.7387
H12 1.2066 1.9440 -0.2685
H13 2.2182 0.6050 0.0299
H14 0.6920 0.4130 -0.5677
H15 3.2051 -1.3557 -1.6636
H16 4.0776 -0.1295 -1.6030
O1 3.1514 -0.4001 -1.5359

---

Number 1: E -7963.7265 eV. Number 2: E -9454.2617 eV. Number 3: E -9460.3655 eV. Number 4: E -9459.2752 eV. Number 5: E -13556.7955 eV. Number 6: E -24384.1618 eV. Number 7: E -12991.4389 eV. Number 8: E -10012.4804 eV.